No. 1
This record from OMol25 describes a 14-piece molecular cluster, C53H106O20 overall at a distorted geometry. The level of theory is ωB97M-V/def2-TZVPD.

The energy is -97621.612 eV. Its orbital gap is 9.6 eV. The energy above the lowest of the compared OMol25 structures with the same formula, charge and spin is 0.000 eV.

Positions of all 179 atoms, in Å:
H -4.38741 -1.06456 5.54223
O -0.10513 4.07342 5.21774
C 0.15977 3.83369 2.98029
C 7.14079 1.54629 -2.77907
C 2.20865 3.07727 -0.74958
H -3.35645 4.91707 -1.87487
O 4.89989 0.96351 3.45846
H -5.69601 -0.90420 4.35882
C 0.91255 -0.44601 -1.45743
H -0.26633 -8.29458 -0.41615
C 5.17017 2.70834 -3.30294
C 5.21435 -3.35525 -1.08717
C -3.94273 0.09811 3.76491
H -3.90079 2.12030 2.94960
C -3.58022 5.08410 -2.92849
C 4.26906 -2.47570 -5.46905
C -5.67034 4.78051 1.74874
H -3.47134 2.37656 -2.82849
O -2.90276 -3.23431 -1.05203
O -1.31377 0.78804 1.00754
C 2.75678 -0.70301 -5.67356
H 6.06368 -4.37079 -4.78774
O 0.07490 -4.79370 2.15574
C -3.14692 -2.00140 -0.41886
C 0.24574 -8.01498 0.50456
H 4.39951 0.55807 0.74090
H -0.77341 -5.74124 -5.74176
C 3.10389 -4.41427 -0.60363
H 0.42678 -0.07589 7.72344
H -1.83069 5.38175 5.11979
C -2.88957 4.14435 -3.84482
H 1.01711 4.49687 2.86523
H -0.82084 -3.10133 1.46130
H 2.36955 -0.67199 5.95166
H 3.34532 2.45887 1.51370
H 0.68500 4.98614 -2.78566
C -5.72509 3.00690 0.08824
H 3.43295 -5.44360 -0.46110
H 7.97684 1.53714 -2.07975
C 1.46899 3.17438 -2.01483
H -6.13375 3.24784 -0.89311
H 2.13640 3.30024 -2.86737
H 6.31589 -4.60208 -6.45593
C 4.51393 -0.15865 2.75272
O -0.16826 0.15192 -0.85139
C -5.12479 -3.24774 -0.56587
H 0.97070 -2.49689 4.45198
C -0.95814 -0.73333 6.25417
H -5.50435 4.93875 -2.18886
O -5.06186 3.39802 -3.55754
H 6.09960 -0.41560 -2.27382
H -6.92760 2.99106 1.90401
C -1.07121 4.70113 3.21900
O -0.24462 -2.79312 -4.62175
O 4.87624 -3.05817 0.24940
H -0.02186 -8.81843 1.19082
H 2.82611 -2.78605 0.69203
H -7.50815 4.04125 0.67531
H 3.16354 2.55251 -0.77989
H 0.00516 3.14094 2.15306
O 1.31787 -6.69961 2.64055
C 0.73164 -1.47131 4.73326
H -6.16097 5.71443 2.02289
H -3.64537 5.03473 1.32435
C 3.91916 -3.91566 -1.79100
H -0.95177 2.61620 0.20510
H -1.83272 4.00495 -3.61740
H 1.42879 -2.00045 6.60382
H 1.68588 0.32215 -1.45722
H -5.13441 -1.14693 -0.43280
C -1.03836 -4.90487 -5.09492
C 2.45619 4.55923 -0.34778
H -3.25827 6.10325 -3.14248
H -3.68677 2.23960 -4.62242
C -4.61668 1.39900 3.34371
C 3.74012 0.30503 1.57112
H 6.05471 -4.04629 -1.15315
O -0.65121 -1.20351 4.93954
O -4.50432 3.52373 0.30671
H 1.51804 -3.73469 -3.78581
C -5.37003 0.90105 5.49594
H 0.35610 -5.78682 -3.70093
H 1.36636 -1.32046 -0.99106
C -0.95074 -4.18276 1.41983
O 4.94688 -2.06928 -4.51126
C 3.86675 1.90739 3.46360
H -2.49548 2.47531 1.04270
C 0.43309 -6.13778 2.01357
C 5.51732 -4.52758 -5.71780
H -5.27728 4.42977 2.70300
H 4.12835 -4.75139 -2.45875
O 0.19107 -0.84226 1.17725
H -5.93166 -3.68684 0.02087
H 1.31266 -7.91489 0.30512
H -4.76566 1.17878 6.35948
H -2.86943 4.53403 -4.86259
C 4.82922 1.23351 -3.08747
C -4.86392 -0.38563 4.83506
O 1.22051 5.16670 -0.65655
C 3.59481 -3.55319 0.59875
H 0.26955 -3.12517 -2.71496
H 3.26045 1.65058 4.33225
H 5.84401 0.84105 -1.14346
H -0.55925 2.25727 4.30416
C -3.74525 2.89035 -3.74995
H -5.69396 1.92817 0.24149
H -1.90752 -4.46918 1.85645
H 2.85981 4.67275 0.65836
C 0.62701 4.46380 -1.83073
H -5.30666 1.13454 2.54241
H -0.94825 -4.56656 0.39964
H 4.05111 -0.88444 3.42140
C -0.38481 -0.06495 0.47481
H 4.82850 0.70541 -4.04099
H -2.00024 4.14771 3.08220
C -3.92630 -4.15475 -0.69661
H 3.84747 1.03038 -2.65967
H 1.15702 2.55891 4.49936
H -5.54075 5.44195 -3.94027
C -0.87725 5.13231 4.65415
H 0.73280 -0.68783 -2.50495
C -0.31167 -4.92830 -3.77266
H -2.25052 1.73180 -0.57916
H -2.46411 -1.86517 0.41978
C -4.55260 4.82258 0.75864
H 2.01746 -4.35374 -0.66775
H 3.24736 4.99366 -0.95887
H -1.27591 -3.09044 -6.46138
H 2.62452 -0.72867 -4.59191
H 4.61269 3.21672 -2.51626
H 2.03494 1.46503 2.33361
C -1.79797 1.95375 0.38730
O -5.24258 1.90821 4.47547
C 0.34972 -0.10218 6.63648
H -3.97465 -4.91817 -1.47310
C -0.56060 -3.57160 -5.79435
H 1.80197 -0.58706 -6.18639
C -4.62024 -1.97758 0.05068
O -0.20738 -6.70304 0.94028
H 1.15247 -0.80356 3.98151
H -3.78579 -0.67522 3.01296
H 3.45442 -3.05357 -2.26945
H 5.04842 -5.51124 -5.74335
C -5.07001 4.81722 -3.18117
C -6.58656 3.68390 1.13475
H 5.35875 -0.67600 2.29806
H 5.49082 -2.40759 -1.54934
O 4.48230 -3.66367 -6.09802
H 3.09600 -0.51573 1.25556
H -4.61739 5.60414 0.00163
H 3.63707 -4.23575 1.44753
C 3.09658 1.58710 2.11888
H -2.11698 -4.92477 -4.93903
H -5.54353 -2.97822 -1.53546
H -0.37123 4.17739 -1.49971
O 3.34772 -1.91246 -6.16843
H 7.60867 1.18245 -3.69384
H -3.70177 -4.78379 0.16479
C 1.35729 -1.06392 6.05074
C 0.20355 3.03518 4.27102
C 5.96522 0.66432 -2.21219
H 1.59566 2.59099 0.00929
H -2.99016 0.31455 4.24851
H -3.07256 -1.15002 -1.09541
H -1.07388 -5.02712 -2.99976
H 0.82400 2.31605 -2.20287
H 0.35565 -3.60566 -6.38376
H -1.67103 0.09106 6.23795
H -4.68693 -1.90666 1.13633
H -1.25026 -1.55681 6.90583
H 0.39106 0.92814 6.28317
H -6.39415 0.69916 5.80983
H 4.91708 3.00899 -4.31963
C 0.44291 -3.58409 -3.68833
O 6.55203 2.79809 -2.99771
H -0.21386 5.99277 4.74143
H 4.16917 2.94169 3.62754
H -1.21117 5.61034 2.63432
H 3.43722 0.09972 -5.95771

These are the Löwdin partial charges, in e, on atoms 1 to 5: number 1, H, carries 0.11; number 2, O, carries -0.14; number 3, C, carries -0.15; number 4, C, carries -0.20; number 5, C, carries -0.21

***

No. 2
This record from OMol25 describes a 18-piece molecular cluster, C42H110N18O33 overall at a distorted geometry. The level of theory is ωB97M-V/def2-TZVPD.

The net charge is +2. The energy is -139683.520 eV. Its orbital gap is 8.0 eV.

Positions of all 203 atoms, in Å:
N 3.82613 1.90170 -1.87633
H 0.49543 -1.06621 1.32889
O -1.06669 -3.10079 -4.21374
H -1.15799 2.42494 -6.51194
O 0.78365 -2.61860 -5.15739
H 3.24932 -4.33775 -1.39208
N 5.36090 -2.68150 -6.31344
H 2.44142 -0.86804 -0.13213
H -0.48657 -5.01907 5.39337
H 4.82481 -1.36154 5.10166
H 1.61928 -3.03964 -5.22497
O 3.27657 -2.92501 -5.48003
H 1.90231 -1.40631 -1.79643
H -1.99108 0.69729 -3.53713
O 1.71948 -7.16583 -1.40450
H 3.81482 -2.95530 -7.62029
H 0.50614 -4.48761 -1.40899
C 0.28125 0.92372 -5.80994
H -4.90801 -3.13001 0.87751
H -8.65006 -3.21916 3.28608
H -3.45810 -0.28619 0.94954
C -3.44347 1.79186 -5.79737
H -4.43373 2.98277 3.50754
O 0.94129 -4.85336 0.68701
H -5.02118 -4.73003 1.24289
H -4.28540 -3.66747 2.48386
O 0.04747 -4.62304 -5.17302
H 3.30819 1.65994 1.38997
H -8.35423 -2.90232 4.96088
H 5.75961 -1.00018 2.85188
H 0.02876 -4.05853 6.88642
C 4.48171 -2.67343 -5.27353
H -3.29048 -0.67758 -6.72798
H -0.88005 -3.33044 5.54803
N -3.92457 4.05907 1.73880
H 0.44282 3.84881 -1.99645
N 1.28391 -4.13216 3.75708
O -4.81478 -0.69346 2.34328
H 2.64839 6.47207 -4.09278
C 2.01402 -6.04056 -1.60773
C -4.60361 0.96849 -5.32528
N 0.23303 2.25813 6.64258
H -6.81796 5.63055 2.64832
O 0.86415 -1.42301 3.71859
O -2.66137 -0.29289 0.42453
O -0.76276 -3.94336 -0.34999
O 3.60311 -4.25916 1.32203
H 3.32479 -0.22461 1.54811
O 2.13296 -3.32595 5.71606
C -2.03757 1.56227 7.16716
H -3.06012 1.63615 6.83080
N 1.30213 4.40799 -1.80270
C -3.86862 2.75386 0.96203
H -3.18619 2.64758 -5.18524
H -4.48747 -0.69915 -3.92728
C -1.53012 -0.04275 1.26027
H 1.12088 -4.67827 -2.97352
C 1.73233 4.89574 -3.24694
C -2.29215 -0.25032 -6.69626
C 5.48753 -0.14672 3.44676
H 2.89411 0.82388 2.94002
H 0.56474 1.02733 5.35373
H -0.73451 -1.88743 0.49073
H 6.27402 -2.35686 -6.07802
H 6.39691 0.32747 3.87737
C -3.67247 3.65533 3.21304
H -1.99495 0.09860 -7.70840
H 2.00727 3.70667 -1.42191
C 1.08161 5.51377 -0.77895
H -0.01272 -0.62793 -2.67156
H 1.65646 3.72284 7.07443
H 2.97004 0.36237 5.21538
H 6.87074 0.79115 1.57561
H 6.00391 -2.28445 -3.87660
C 1.68952 -5.60686 3.67322
H -3.01461 5.98250 1.78604
H 4.75842 -1.10008 -3.99320
H -1.89926 4.54247 1.41612
N -2.27588 0.88137 -5.67660
O 0.17053 3.53530 3.52496
C -6.73839 -3.63107 3.79390
C -2.52999 0.18269 -4.31114
H 2.11152 -3.56810 3.31110
H 1.61845 -5.82147 2.58702
C 4.96461 -2.12661 -3.96265
C -2.83018 5.04058 1.28097
H -3.46381 2.19291 -6.82842
O 0.99868 4.65541 -4.16082
H 3.37768 6.20891 -2.51534
O 0.04827 -1.12458 5.72109
O 3.89574 0.48084 5.23117
O 4.70442 -2.35253 0.84573
H -1.45730 -0.40779 -1.65826
C -5.76511 5.42419 2.77998
H 4.46557 -2.41616 -3.09477
C -5.10401 -3.74222 1.75273
H 0.88723 -6.21731 4.10400
H 5.63656 1.71011 0.60674
C 5.81623 0.85315 1.24414
H -5.35656 5.22553 0.65825
H 3.71863 5.17308 -4.00387
N -6.44532 -3.37410 2.42704
C -1.13191 2.68965 6.57118
O -3.03076 3.07175 -2.09365
H -0.75379 -1.99461 -1.64769
C 5.10060 2.26565 3.06135
C -0.45821 -5.90392 -2.42176
C -4.03727 0.29272 -4.05448
N 0.62015 -0.69197 4.67534
C -0.37824 -0.88299 0.71583
H -4.91371 0.22877 -6.06589
H 0.44683 1.56882 7.37830
H 1.19971 1.09530 -1.55544
O -0.96003 2.92240 -2.64859
H -1.59533 0.53972 6.99386
N -0.17686 -4.31908 0.70899
O 3.55496 2.23867 -3.00839
H 1.32558 -2.30707 -0.30984
O -0.72234 -4.14627 1.80689
C -5.30523 4.62802 1.54508
H -5.98412 3.79371 1.37886
C 0.61659 0.96718 -0.64521
N 0.82522 -5.17526 -2.10550
O 3.20868 -2.46231 2.51579
H -3.08435 5.21988 0.23563
O -4.88705 6.58171 2.90635
H 3.68988 1.63855 -5.80902
C 3.52048 0.77763 2.02290
O -3.99146 -1.66168 4.24924
C 3.32116 -5.38325 -1.57539
N 4.97573 0.93127 2.44472
H -5.21455 7.28318 3.47979
H 5.02550 2.97312 2.26409
C 1.42995 1.84631 -5.99198
H -7.20312 -3.59819 1.83913
N -0.14115 -3.46470 -4.84713
H 0.23391 0.11804 -6.57236
H -0.32528 1.52105 -0.75697
C 1.64908 -1.32040 -0.72980
H -5.73647 4.79543 3.60785
H 6.11992 2.28870 3.40560
H -3.49132 4.51504 3.94088
N -1.94378 3.61438 -2.18223
H -1.16563 1.00439 1.19743
N 0.35714 -0.48175 -0.63352
C -1.04650 1.72282 -5.71269
H 5.15714 -3.93166 -8.01025
H 3.97399 -5.83101 -0.84015
H 1.33489 2.55087 -6.82732
O -4.06953 0.51128 4.02617
H -4.46485 2.04857 1.53344
H -1.58862 -0.97407 -6.36284
C 4.89391 -2.94468 -7.70377
H 0.92687 3.89965 5.55039
H -4.29283 0.88681 -3.15369
H -2.83002 2.45357 0.77178
H 5.19920 -2.20913 -8.38403
O -1.78088 4.73320 -1.77534
H -5.38726 -1.57449 2.26364
O 3.61151 2.75282 -0.97880
C 1.35011 3.13629 6.19707
O 1.62941 4.12199 1.99629
C 2.98417 5.70913 -3.40533
H -8.48334 -4.64374 4.23884
O -1.51359 3.67056 6.01567
H 1.19740 1.34364 0.25114
H -2.16180 -0.81697 -4.50487
H 4.39902 2.38615 3.88920
H 2.15519 2.56694 5.76784
H 0.80888 5.13387 0.21290
H 0.41807 -3.96228 3.23593
N 0.62094 3.44358 2.40671
O 4.48270 0.89196 -1.68199
H -0.72134 -6.74909 -1.75027
H 2.86793 0.63486 -6.95621
C -0.50505 -0.92896 -1.77355
H 1.94399 6.16766 -0.72941
H 0.24695 6.20222 -1.06663
H -2.71368 3.14500 3.13387
C -8.12622 -3.60298 4.14782
H 1.45523 2.46083 -5.09116
O 1.01067 0.54349 4.69706
H -1.59698 -0.32256 2.35135
H 2.73977 0.27883 -5.27115
H -1.15419 2.34631 -4.80223
H 0.46920 0.26269 -4.93206
H -5.42241 1.64105 -5.08383
H 3.58707 -1.08786 3.97154
H 5.62112 -0.03416 0.63323
C 4.42100 -0.57383 4.42321
H 2.67940 -5.88975 4.01322
H -0.32245 -6.45089 -3.32930
N -4.28683 -0.63316 3.66893
H -4.31092 2.86183 0.00095
O 0.03907 2.70518 1.52628
H -1.29665 -5.22590 -2.50565
H 3.81136 -5.29213 -2.56996
O -5.83732 -3.90166 4.55962
C -0.09824 -4.06809 5.80015
C 2.73473 1.09096 -5.99175
C 1.16305 -3.71595 5.14952
H -2.00289 1.82137 8.22372
N 3.82024 -3.03704 1.53596

These are the Löwdin partial charges, in e, on atoms 1 to 5: number 1, N, carries -0.64; number 2, H, carries 0.11; number 3, O, carries 0.11; number 4, H, carries 0.13; number 5, O, carries 0.15

***

| no. | E_LUMO (eV) | HOMO level (eV) |
| --- | --- | --- |
| 1 | 0.35 | -9.27 |
| 2 | -4.08 | -12.09 |